{"formula": "C5H13NO", "method": "ωB97M-V with the def2-TZVPD basis set", "smiles": "CN1CCCC1.O", "multiplicity": 1, "energy_ev": -8931.0861, "orbital_gap_ev": 9.34, "e_lumo_ev": 0.854, "elements": ["H", "O", "H", "H", "H", "H", "H", "C", "H", "H", "N", "C", "H", "H", "H", "H", "H", "C", "C", "C"], "positions_angstrom": [[0.63668, -0.15585, 2.94748], [-0.77796, 1.82824, -5.87591], [0.39720, 1.69067, 1.43171], [-2.03093, 0.71178, 0.90364], [0.03872, 1.19815, -0.13686], [-0.96627, 0.25534, 2.40792], [0.69010, -2.22769, 1.40949], [-1.13110, 0.23841, 1.33673], [-0.12147, 2.13543, -6.49168], [0.53306, -1.88360, -0.31102], [1.08218, -0.28161, 0.91814], [0.29801, -1.48502, 0.74289], [2.29570, -1.25285, 2.59616], [-0.39858, 0.94345, -5.53003], [-1.90815, -1.36200, 0.03199], [2.28127, 0.57751, 2.57686], [-1.68989, -1.76092, 1.61187], [-1.16882, -1.23159, 0.96326], [0.20212, 0.83727, 0.85845], [1.61496, -0.27974, 2.28746]]}

=====

{"formula": "C5H13NO", "method": "ωB97M-V with the def2-TZVPD basis set", "smiles": "CCC(N)=O.CC", "multiplicity": 1, "energy_ev": -8933.3250, "orbital_gap_ev": 10.75, "e_lumo_ev": 0.830, "elements": ["H", "H", "H", "C", "C", "H", "N", "H", "C", "H", "H", "H", "H", "H", "O", "H", "C", "H", "H", "C"], "positions_angstrom": [[-3.72690, 0.68237, 1.07320], [-2.26144, 1.33633, 3.20014], [-1.90936, 2.04724, 1.62086], [1.03876, 0.19252, -0.99755], [-2.82309, 0.17543, 1.36045], [1.26112, -2.66512, 0.84160], [0.11530, 0.68435, -1.93423], [-2.37060, 0.07351, 0.34969], [0.56315, -1.09066, -0.32689], [2.35197, -2.40290, -0.46064], [-0.88062, 0.72147, 2.07211], [2.42438, -1.23665, 0.70705], [0.00653, -0.77258, 0.56357], [0.37309, 1.48733, -2.48154], [2.03008, 0.86271, -0.84265], [-2.93847, -0.82473, 1.73297], [-1.87591, 1.13102, 2.17335], [-0.06355, -1.56011, -1.08965], [-0.82472, 0.41355, -2.14745], [1.70750, -1.90779, 0.24176]]}

=====

{"formula": "C5H13NO", "method": "ωB97M-V with the def2-TZVPD basis set", "smiles": "C=CCCNC.O", "multiplicity": 1, "energy_ev": -8930.4433, "orbital_gap_ev": 9.87, "e_lumo_ev": 0.874, "elements": ["C", "H", "C", "H", "H", "H", "O", "H", "C", "N", "H", "H", "H", "C", "H", "H", "H", "H", "C", "H"], "positions_angstrom": [[0.58355, 0.80281, -0.44654], [-0.48960, -2.21238, -0.45823], [-1.83808, -0.83595, -1.41731], [0.43751, -1.17465, 1.21681], [-0.81933, 1.33756, 1.88116], [0.71713, 1.68352, -1.26492], [-1.60648, 1.96112, 2.13745], [-1.96960, 0.02182, -2.18596], [0.60212, -0.48786, -1.30532], [1.43031, 0.70839, 0.67437], [-2.10231, 2.23575, 1.31703], [-2.84666, -1.37030, -0.98631], [2.15357, -1.07146, 1.38686], [1.22742, -0.53228, 1.38682], [-0.45051, 0.87840, -0.07708], [1.50514, -1.03032, -1.11714], [2.34765, 0.64366, 0.32119], [1.04187, -0.11998, 2.45652], [-0.63382, -1.29574, -1.14916], [0.71013, -0.14212, -2.37022]]}

=====

{"formula": "C5H13NO", "method": "ωB97M-V with the def2-TZVPD basis set", "smiles": "C=CCCNC.O", "multiplicity": 1, "energy_ev": -8932.0272, "orbital_gap_ev": 9.12, "e_lumo_ev": 0.777, "elements": ["H", "H", "C", "C", "N", "O", "C", "H", "H", "H", "H", "H", "C", "C", "H", "H", "H", "H", "H", "H"], "positions_angstrom": [[-3.52425, -1.61372, 0.31576], [0.79491, -1.44103, -2.67462], [0.94010, -0.36893, -2.65540], [-0.58463, 0.27014, 0.74912], [0.16603, 0.21851, -1.59952], [2.25463, 1.95603, 3.26753], [0.48657, -0.16100, -0.23438], [1.45100, 0.27712, 0.07271], [1.80491, 1.15014, 3.53215], [3.17242, 1.68061, 3.16434], [0.60062, -1.24964, -0.23166], [-0.04943, 1.20171, -1.67600], [-2.00824, -0.12296, 0.43884], [-2.48436, -1.35428, 0.33622], [-1.82581, -2.21427, 0.46114], [0.55435, 0.00365, -3.61638], [-0.38814, -0.19268, 1.71931], [1.96356, -0.02718, -2.70822], [-0.54850, 1.33696, 0.86516], [-2.77576, 0.65081, 0.47390]]}

=====

{"formula": "C5H13NO", "method": "ωB97M-V with the def2-TZVPD basis set", "smiles": "C[C@@H](N)C(C)(C)O", "multiplicity": 1, "energy_ev": -8933.5204, "orbital_gap_ev": 10.29, "e_lumo_ev": 0.904, "elements": ["H", "H", "C", "C", "H", "H", "H", "H", "N", "H", "H", "C", "C", "H", "H", "O", "H", "C", "H", "H"], "positions_angstrom": [[0.45102, 1.54564, -1.83155], [0.38082, 2.70394, -0.50038], [0.35758, 0.65952, 0.15235], [0.08181, -0.78485, -0.48910], [-1.55735, -1.85132, -1.06911], [-0.41096, 1.87547, 1.74644], [0.47654, -2.86306, -0.03602], [-1.56168, -0.30607, -1.61955], [-1.32831, -0.89345, -0.82783], [-1.47525, 0.53320, 1.26148], [2.10129, 0.46377, -0.38602], [-0.00173, 1.75065, -0.86099], [-0.44670, 0.83437, 1.43493], [-0.29984, -1.96407, 1.26897], [-1.07859, 1.82369, -0.98122], [1.72642, 0.73274, 0.49225], [1.41898, -1.71180, 0.92548], [0.44592, -1.90488, 0.48111], [0.73167, -0.87296, -1.38546], [-0.01167, 0.22946, 2.22423]]}

=====

{"formula": "C5H13NO", "method": "ωB97M-V with the def2-TZVPD basis set", "smiles": "CCC/C=C/N.O", "multiplicity": 1, "energy_ev": -8932.0142, "orbital_gap_ev": 8.73, "e_lumo_ev": 0.901, "elements": ["C", "H", "H", "H", "H", "H", "H", "H", "H", "H", "N", "H", "H", "H", "C", "H", "O", "C", "C", "C"], "positions_angstrom": [[0.97848, 0.32800, 1.51655], [-3.06514, -1.08126, -1.97955], [1.55908, 0.17366, 2.42794], [1.73895, 2.21601, 1.82727], [0.33302, 2.18884, 0.50948], [-0.01591, 2.17457, 2.19828], [2.54543, -1.22180, -4.74194], [-2.67730, 0.31739, -1.24233], [-0.89938, -1.95215, -0.65971], [1.59647, 0.16431, 0.62795], [-2.30680, -0.58398, -1.54123], [-0.87142, -0.18180, 2.53429], [2.78053, -0.63317, -3.41320], [-0.02433, -1.51164, 1.97200], [-0.28806, -0.51535, 1.67736], [-1.63966, 0.76098, 0.60273], [2.22669, -1.30542, -3.83441], [-1.44075, -0.96951, -0.53605], [0.74700, 1.87986, 1.47008], [-1.27692, -0.24750, 0.58450]]}